Entry from the OMol25 dataset: 2 unconnected molecules or ions with the total composition C2H2N2O2 at a distorted geometry (ωB97M-V with the def2-TZVPD basis set).

DFT total energy = -337.4136 a.u.
HOMO-LUMO gap = 11.09 eV
LUMO level = 0.55 eV
SMILES = N=C=N.O=C=O
E_HOMO = -10.546 eV

The geometry in XYZ format:
```
8
C2H2N2O2 ωB97M-V with the def2-TZVPD basis set
N -0.319 -0.885 0.786
C 0.845 -0.519 0.695
N 1.935 -0.019 0.423
H -0.646 -1.836 0.905
H 2.129 -0.302 -0.526
O -2.419 1.041 -0.419
C -1.310 1.178 -0.750
O -0.214 1.342 -1.114
```